{
  "formula": "C25H44Cl3CuN4O3Si",
  "method": "ωB97M-V/def2-TZVPD",
  "charge": -1,
  "spin_multiplicity": 2,
  "homo_lumo_gap_ev": [4.88, 4.31],
  "e_tot_ev": -128828.45567,
  "largest_force_ev_per_a": 3.81,
  "e_lumo_ha": [0.081, 0.062],
  "symbols": ["C", "C", "H", "H", "H", "C", "C", "H", "H", "H", "H", "Cu", "Cl", "Cl", "H", "H", "C", "C", "N", "H", "C", "O", "H", "H", "H", "H", "H", "H", "C", "C", "N", "H", "C", "O", "H", "H", "H", "H", "O", "C", "C", "C", "H", "C", "H", "C", "H", "C", "C", "H", "H", "H", "Si", "Cl", "C", "C", "C", "H", "H", "H", "H", "H", "H", "H", "H", "H", "C", "C", "C", "C", "N", "N", "C", "H", "H", "H", "H", "H", "H", "H", "H"],
  "xyz": [[1.38073, -0.29356, -5.62306], [0.38125, 0.26759, -4.63796], [1.13221, 0.03474, -6.63823], [1.40659, -1.38698, -5.62738], [2.38163, 0.09035, -5.37850], [-0.78780, 0.89645, -5.04895], [-1.03096, 1.25924, -6.45424], [-1.48533, 1.26589, -4.30435], [-1.16248, 0.38098, -7.10837], [-0.19855, 1.85831, -6.86896], [-1.94052, 1.86849, -6.53206], [1.14705, -0.79244, 1.59929], [3.34915, -0.54147, 1.08908], [-0.46445, -2.41981, 1.97659], [1.03610, -2.48510, 5.86118], [4.23259, -3.38066, 5.25727], [1.26821, -3.07259, 4.96077], [3.66331, -3.44582, 4.31791], [2.49234, -2.58341, 4.35114], [0.43419, -2.98417, 4.24538], [2.52323, -1.36778, 3.80608], [1.49204, -0.64370, 3.65629], [4.31198, -3.12838, 3.49242], [3.50650, -1.01325, 3.48290], [1.43517, -4.11829, 5.23144], [3.34457, -4.48555, 4.17779], [-2.49004, -2.04676, -2.86193], [-3.33257, -0.05566, -4.15681], [-3.16792, -1.82871, -2.03055], [-4.08418, 0.03337, -3.36251], [-3.50396, -0.41315, -2.09644], [-2.68324, -2.04061, -1.07374], [-3.87960, 0.21136, -0.92751], [-3.55933, -0.18207, 0.19244], [-4.37611, 1.08530, -3.25756], [-4.49238, 1.12298, -1.10964], [-4.07001, -2.45037, -2.14633], [-4.96016, -0.57707, -3.63101], [0.27951, -0.61202, -3.32680], [0.91386, 0.64040, -3.24434], [-1.03608, 1.66096, -1.99487], [0.26712, 1.75948, -2.51815], [-1.54524, 0.69485, -2.05034], [-1.66359, 2.78232, -1.46447], [2.00809, 0.59494, -3.14579], [0.92887, 3.00219, -2.48107], [-2.68038, 2.69983, -1.06850], [-1.01156, 4.01728, -1.45399], [0.28653, 4.12652, -1.96954], [1.93637, 3.05554, -2.91333], [-1.51985, 4.89980, -1.06647], [0.80358, 5.08853, -1.99383], [0.94913, -2.57221, -1.99365], [0.64523, -0.68349, -0.57381], [-0.50228, -3.64337, -1.50407], [2.31515, -3.20033, -0.80854], [1.58678, -2.90099, -3.70322], [-0.85341, -3.40259, -0.48660], [-0.12534, -4.68034, -1.48463], [-1.33352, -3.59980, -2.21533], [0.77013, -2.94168, -4.43819], [2.08190, -3.88602, -3.70433], [2.33441, -2.15387, -4.00111], [1.90620, -3.34344, 0.20225], [3.15504, -2.50051, -0.72015], [2.68604, -4.17153, -1.17150], [-3.47350, 1.76971, 2.50571], [-2.04422, 1.74679, 2.18957], [-1.09166, 2.74521, 1.96379], [0.12945, 2.08545, 1.68885], [-0.08550, 0.76187, 1.79595], [-1.38480, 0.58564, 2.07204], [1.44124, 2.63207, 1.30637], [-3.64163, 1.48846, 3.55776], [-3.86557, 2.78183, 2.34875], [-4.00872, 1.06101, 1.85539], [-1.25912, 3.80992, 1.95384], [-1.75004, -0.37066, 2.10666], [1.78693, 3.34741, 2.06697], [2.17518, 1.81688, 1.21521], [1.37537, 3.15660, 0.34117]],
  "forces_ev_per_angstrom": [[0.09, 0.36, -0.31], [1.83, -0.96, 1.82], [0.13, -0.04, 0.18], [-0.09, 0.41, 0.01], [-0.19, -0.28, -0.15], [-1.42, 0.33, -0.25], [-0.34, 0.31, -0.71], [0.27, -0.10, -0.11], [0.08, 0.20, 0.07], [-0.27, -0.21, 0.02], [0.21, -0.15, -0.07], [0.27, -0.28, 0.43], [1.35, 0.23, -0.34], [-0.76, -0.94, 0.17], [0.00, -0.17, -0.15], [-0.04, -0.11, -0.10], [-0.26, 0.07, -0.15], [0.02, 0.39, 0.12], [0.15, -0.54, 0.17], [0.27, -0.05, 0.27], [-2.00, 1.82, -0.24], [2.44, -1.41, 1.87], [-0.15, -0.20, 0.16], [-0.10, -0.16, -0.05], [-0.18, 0.12, 0.03], [0.14, 0.24, -0.13], [-0.04, -0.01, 0.24], [-0.17, 0.04, 0.14], [0.31, 0.20, -0.11], [0.18, -0.02, 0.48], [-1.15, 0.09, 0.28], [-0.07, 0.06, -0.26], [0.68, -0.85, 0.63], [-0.79, 0.47, -1.67], [0.02, -0.22, -0.16], [0.30, -0.13, 0.16], [0.11, 0.12, 0.08], [0.12, 0.16, 0.00], [-0.56, 1.27, -1.06], [0.00, -0.35, -0.58], [0.50, -0.05, -0.28], [-0.39, 0.96, 0.50], [0.33, 0.44, 0.20], [0.04, 0.02, -0.08], [-0.32, -0.01, 0.06], [-0.24, -0.78, -0.31], [0.40, 0.04, -0.05], [0.29, 0.02, -0.24], [-0.21, -0.01, 0.04], [-0.36, 0.15, 0.29], [0.15, -0.21, -0.02], [-0.21, -0.26, 0.12], [0.81, 0.28, 3.71], [-0.35, -1.49, -3.39], [-0.39, -0.13, -0.48], [-0.10, -0.05, -0.59], [0.15, -0.29, -0.62], [0.26, 0.09, -0.33], [-0.04, 0.26, -0.07], [0.09, -0.21, 0.19], [0.26, 0.14, 0.13], [-0.14, 0.24, 0.17], [-0.23, -0.29, 0.10], [-0.02, 0.18, -0.29], [-0.18, -0.14, 0.00], [0.01, 0.07, 0.02], [-0.92, 0.18, 0.28], [1.39, 0.37, -0.31], [-0.36, -0.22, -0.06], [-1.64, -1.32, 0.52], [-0.20, 1.52, -0.20], [0.33, 0.16, 0.03], [0.66, 0.17, -0.06], [-0.07, 0.11, -0.28], [-0.04, -0.21, 0.09], [0.11, 0.32, 0.34], [-0.10, 0.05, 0.04], [0.42, 0.18, -0.02], [0.03, -0.12, -0.21], [-0.18, 0.24, 0.05], [0.03, -0.11, 0.28]]
}

***

{
  "formula": "C25H44ErO2P2",
  "method": "ωB97M-V/def2-TZVPD",
  "charge": 1,
  "spin_multiplicity": 4,
  "homo_lumo_gap_ev": [4.64, 4.21],
  "e_tot_ev": -76923.85813,
  "largest_force_ev_per_a": 3.81,
  "e_lumo_ha": [-0.141, -0.142],
  "e_above_lowest_ev": 3.313,
  "symbols": ["Er", "C", "C", "C", "C", "C", "C", "H", "H", "H", "C", "H", "H", "H", "C", "H", "H", "H", "C", "H", "H", "H", "C", "H", "H", "H", "C", "C", "C", "C", "C", "C", "C", "C", "H", "H", "H", "H", "H", "H", "H", "H", "H", "H", "H", "H", "P", "C", "C", "P", "C", "C", "C", "H", "H", "H", "H", "H", "H", "H", "H", "H", "H", "H", "H", "H", "H", "C", "C", "O", "O", "H", "H", "H"],
  "xyz": [[1.15167, -0.81287, 2.25606], [-1.20240, -1.03637, 3.29516], [-0.92754, -2.27455, 2.63646], [0.68328, -1.96666, 4.28155], [-0.21335, -0.84609, 4.31728], [0.24591, -2.84492, 3.23072], [-2.46795, -0.26107, 3.19332], [-2.85774, -0.25404, 2.16648], [-2.30709, 0.78237, 3.49463], [-3.24990, -0.69022, 3.84684], [-0.18499, 0.27960, 5.28729], [-1.18824, 0.72030, 5.35568], [0.49124, 1.08900, 4.96700], [0.13955, -0.06320, 6.28129], [1.97506, -2.04771, 5.00622], [1.85869, -1.69947, 6.03965], [2.75024, -1.42135, 4.51016], [2.34118, -3.08083, 5.03914], [1.03629, -3.97693, 2.67606], [1.31860, -4.68995, 3.46438], [1.96575, -3.63242, 2.16505], [0.45890, -4.51074, 1.91457], [-1.81308, -2.93935, 1.63522], [-2.02078, -3.98699, 1.90879], [-1.36359, -2.94184, 0.62793], [-2.79121, -2.44081, 1.56559], [-1.64966, 2.55286, -0.16187], [-2.62129, 1.67058, 0.10607], [-2.66716, 0.23393, -0.37138], [-2.35130, 0.06026, -1.88163], [-1.03776, -0.47627, -2.22999], [0.27588, -0.07078, -1.80366], [0.50844, 1.29554, -1.06930], [-0.57570, 2.37433, -1.20642], [-3.69768, -0.13095, -0.20702], [-2.56220, 0.98743, -2.43111], [-1.98423, -0.40691, 0.22270], [-1.11715, 2.25732, -2.18898], [-1.59758, 3.51294, 0.38414], [-3.48682, 1.97516, 0.72742], [-0.05894, 3.34514, -1.25294], [0.73916, 1.09561, -0.01035], [0.73256, -0.87805, -1.17768], [1.44141, 1.73300, -1.48368], [-3.07552, -0.67055, -2.29679], [-1.07963, -1.52344, -2.57934], [-0.52664, 1.61066, -3.91466], [-0.60740, 3.31512, -4.55091], [-1.55698, 0.68620, -5.10629], [1.66643, -0.39087, -3.24860], [1.20622, 1.10294, -4.24876], [0.97228, -1.64059, -4.40195], [3.39886, -0.49454, -3.84810], [0.27740, 3.89004, -4.24816], [-1.50924, 3.80277, -4.15224], [-0.67174, 3.28802, -5.64525], [-1.41657, 1.14092, -6.09809], [-2.60652, 0.77889, -4.79001], [-1.27719, -0.37478, -5.14686], [3.40600, -0.24405, -4.91825], [3.75212, -1.52504, -3.73115], [4.05628, 0.20338, -3.31928], [1.89686, 1.94816, -4.05414], [1.29433, 0.87786, -5.32658], [1.66330, -2.49548, -4.36336], [0.96682, -1.23289, -5.42147], [-0.03828, -1.95948, -4.14452], [2.77627, 2.60026, 3.76442], [2.18205, 1.40051, 3.11426], [1.03618, 1.39865, 2.50083], [2.85317, 0.29355, 3.19654], [3.80357, 2.70056, 3.39944], [2.82289, 2.40902, 4.84948], [2.21616, 3.52019, 3.60294]],
  "forces_ev_per_angstrom": [[-0.29, 0.52, -0.91], [0.42, -0.89, 0.60], [0.30, 0.19, 0.84], [-1.07, 0.15, -0.54], [0.02, -0.97, -0.48], [-0.42, 1.00, 0.33], [-0.39, 0.49, -0.28], [0.07, 0.05, 0.40], [-0.15, -0.25, -0.15], [0.37, 0.12, -0.21], [0.07, 0.49, 0.27], [0.34, -0.09, 0.21], [-0.24, -0.21, 0.26], [-0.18, 0.16, -0.30], [0.66, -0.27, 0.24], [0.17, 0.01, -0.23], [-0.21, -0.43, 0.60], [-0.04, 0.23, 0.04], [0.03, -0.42, -0.14], [0.13, 0.21, -0.35], [-0.07, -0.22, 0.23], [0.11, 0.00, 0.16], [-0.25, -0.26, -0.57], [0.20, 0.35, -0.05], [-0.27, -0.08, 0.17], [0.41, -0.08, -0.02], [0.12, -0.24, 0.62], [-0.12, 0.27, 0.61], [-0.41, 0.36, -0.46], [-1.38, 0.07, -0.59], [2.01, -1.36, 0.12], [-1.73, -1.04, 3.23], [0.26, -0.52, -0.86], [-0.63, 1.13, 0.90], [0.48, -0.01, 0.07], [-0.21, 0.05, 0.31], [-0.26, 0.23, -0.26], [0.84, 0.21, 1.65], [-0.53, -0.48, -0.48], [0.82, -0.11, -0.10], [-0.05, -0.24, -0.15], [-0.19, 0.17, -0.12], [-0.21, 0.44, -0.08], [-0.33, -0.24, 0.27], [0.24, 0.40, 0.27], [0.09, 0.50, 0.41], [-0.08, -0.31, -1.15], [0.03, 0.17, -0.67], [0.27, 0.18, -0.72], [0.31, 0.81, -2.55], [0.03, 0.51, -0.47], [0.30, -0.53, 0.34], [0.61, -0.08, -0.41], [-0.26, -0.09, -0.04], [0.27, -0.09, -0.12], [0.08, 0.36, 0.11], [-0.30, -0.34, 0.04], [0.32, -0.07, -0.21], [-0.18, 0.36, 0.05], [0.14, -0.07, 0.14], [0.12, 0.24, 0.09], [-0.10, -0.19, -0.05], [-0.41, -0.37, 0.08], [0.30, -0.10, 0.31], [-0.39, 0.07, -0.16], [0.06, -0.14, 0.25], [0.23, -0.01, -0.07], [-0.05, 0.20, 0.26], [-0.48, -0.50, -0.51], [1.58, 0.03, 0.79], [-0.78, 0.78, -0.44], [-0.16, 0.02, 0.14], [0.07, 0.00, -0.37], [-0.04, -0.20, -0.16]]
}

***

{
  "formula": "C25H44HfN6O4SSe3SiTe",
  "method": "ωB97M-V/def2-TZVPD",
  "charge": 0,
  "spin_multiplicity": 1,
  "homo_lumo_gap_ev": 6.55,
  "e_tot_ev": -267134.37980,
  "largest_force_ev_per_a": 0.32,
  "e_lumo_ha": -0.006,
  "e_above_lowest_ev": 0.036,
  "symbols": ["Hf", "Se", "Se", "Te", "Se", "C", "N", "C", "C", "N", "N", "C", "N", "N", "H", "H", "H", "H", "H", "H", "H", "H", "H", "H", "H", "S", "C", "C", "C", "C", "C", "C", "C", "C", "C", "N", "H", "H", "H", "H", "H", "H", "C", "C", "C", "C", "O", "Si", "O", "O", "C", "C", "C", "C", "O", "C", "C", "C", "C", "H", "H", "H", "H", "H", "H", "H", "H", "H", "H", "H", "H", "H", "H", "H", "H", "H", "H", "H", "H", "H", "H", "H", "H", "H", "H", "H"],
  "xyz": [[-1.21337, -1.14674, 1.35877], [-1.31182, -1.79741, 4.09897], [-3.34962, -2.60184, 3.25033], [-2.79157, -4.61886, 1.84605], [-1.98392, -3.39358, -0.20269], [3.11228, -4.23324, 3.58861], [1.91299, -4.12102, 2.77826], [1.24514, -5.32872, 2.31409], [1.42341, -2.92678, 2.37823], [0.49485, -2.76879, 1.49976], [2.01081, -1.81762, 2.97939], [1.89595, -0.52504, 2.49237], [3.01838, 0.22861, 2.65519], [0.82211, -0.11477, 1.93978], [3.40773, -5.27711, 3.63019], [2.94590, -3.90239, 4.61887], [3.94675, -3.67527, 3.15686], [1.58256, -6.16760, 2.91651], [1.46876, -5.53841, 1.26386], [0.16573, -5.23046, 2.43579], [0.22446, -3.61790, 1.01558], [2.63996, -1.96767, 3.74691], [3.87967, -0.17917, 2.96619], [2.96972, 1.22573, 2.54538], [0.95123, 0.75749, 1.42610], [-5.15797, 1.40792, 0.25672], [-5.41606, -0.14500, -0.41214], [-4.38481, -0.99539, -0.15466], [-3.31980, -0.42654, 0.61879], [-3.63482, 0.88112, 0.89468], [-2.83314, 1.69080, 1.78420], [-3.16332, 2.99710, 2.16071], [-2.40504, 3.64635, 3.10736], [-1.32459, 2.97816, 3.67755], [-1.04444, 1.70463, 3.23449], [-1.74955, 1.07397, 2.29009], [-6.31543, -0.35050, -0.97157], [-4.37842, -2.01979, -0.49964], [-4.02521, 3.47343, 1.71350], [-2.65714, 4.65295, 3.41451], [-0.72179, 3.42498, 4.45475], [-0.22376, 1.14568, 3.66229], [2.35589, -2.26455, -3.04699], [2.40856, -0.93649, -2.30226], [3.41866, 0.00932, -2.94085], [2.75138, -1.16948, -0.83374], [1.11393, -0.35272, -2.44555], [0.19146, 0.55126, -1.44655], [-0.47509, -0.34751, -0.29736], [1.12271, 1.68443, -0.68163], [1.01442, 3.10993, -0.60800], [2.04789, 3.54314, 0.42719], [-0.38092, 3.51472, -0.14586], [1.34000, 3.70892, -1.97124], [-0.90369, 1.33212, -2.35899], [-1.83099, 0.82137, -3.33356], [-3.10458, 1.63422, -3.16145], [-1.20462, 1.04545, -4.70424], [-2.11368, -0.65900, -3.10440], [3.32655, -2.76328, -3.02289], [2.07371, -2.09710, -4.08679], [1.61042, -2.91613, -2.58884], [4.42616, -0.40784, -2.89651], [3.41053, 0.96576, -2.41536], [3.15781, 0.18517, -3.98500], [3.71681, -1.67500, -0.75531], [1.98459, -1.78649, -0.36345], [2.81400, -0.21779, -0.30215], [1.78401, 3.13333, 1.40751], [2.07646, 4.62952, 0.51764], [3.03894, 3.18421, 0.14516], [-0.59502, 3.07339, 0.82956], [-1.13705, 3.17848, -0.85410], [-0.44022, 4.60062, -0.04908], [2.33565, 3.39657, -2.29035], [1.31325, 4.79905, -1.92986], [0.61248, 3.36714, -2.70673], [-2.89073, 2.69804, -3.28018], [-3.51532, 1.46724, -2.16524], [-3.85262, 1.34184, -3.89998], [-0.99493, 2.10570, -4.85525], [-1.87525, 0.70675, -5.49590], [-0.26867, 0.48972, -4.77526], [-2.51102, -0.82441, -2.10243], [-1.20900, -1.25674, -3.22840], [-2.85564, -1.00417, -3.82632]],
  "forces_ev_per_angstrom": [[-0.06, 0.02, -0.15], [0.00, 0.00, -0.12], [0.11, 0.07, 0.00], [0.00, 0.09, -0.02], [0.00, -0.06, 0.02], [0.00, 0.00, 0.01], [0.05, 0.00, 0.04], [-0.01, -0.04, -0.02], [0.03, 0.12, 0.01], [0.03, 0.05, 0.02], [-0.09, -0.08, -0.07], [0.01, -0.04, -0.02], [-0.06, 0.02, 0.18], [0.12, 0.05, 0.08], [0.00, 0.00, -0.01], [0.00, 0.00, 0.01], [0.00, 0.00, -0.01], [-0.01, 0.00, 0.01], [0.00, 0.00, 0.00], [0.01, 0.00, 0.00], [0.00, -0.01, 0.02], [0.00, 0.00, 0.00], [0.03, 0.00, -0.07], [0.01, 0.00, -0.07], [-0.02, -0.02, 0.00], [-0.02, -0.02, 0.02], [0.00, 0.04, -0.04], [0.05, -0.01, 0.06], [0.00, 0.00, -0.05], [0.04, -0.04, 0.04], [-0.08, 0.00, -0.07], [-0.02, 0.07, 0.03], [0.00, -0.06, -0.02], [-0.04, 0.03, -0.02], [0.10, 0.01, 0.07], [0.06, -0.08, 0.01], [-0.02, 0.02, 0.00], [-0.01, 0.00, -0.02], [0.00, 0.00, 0.01], [0.00, 0.01, 0.00], [0.00, 0.01, 0.00], [-0.03, -0.02, -0.02], [0.00, 0.02, 0.03], [0.04, -0.06, -0.02], [-0.03, 0.02, 0.01], [-0.03, -0.01, -0.03], [0.02, 0.11, 0.01], [-0.05, 0.04, -0.02], [-0.22, -0.21, 0.09], [-0.02, -0.09, 0.09], [0.03, 0.08, -0.04], [-0.03, -0.03, -0.01], [0.03, 0.00, 0.02], [-0.02, -0.03, 0.02], [0.09, 0.02, 0.08], [0.00, -0.05, -0.08], [0.03, 0.00, 0.01], [-0.01, -0.02, 0.01], [-0.03, 0.03, 0.02], [0.00, 0.00, 0.00], [0.00, 0.00, -0.01], [0.00, -0.01, 0.00], [0.01, -0.01, 0.00], [0.01, 0.01, 0.00], [0.00, 0.00, 0.00], [0.00, 0.00, 0.01], [0.00, -0.01, 0.02], [0.01, 0.01, 0.00], [0.00, 0.00, 0.01], [0.01, 0.01, 0.00], [0.01, 0.00, -0.02], [0.02, 0.01, 0.00], [0.00, 0.02, -0.01], [-0.03, 0.01, 0.00], [0.01, 0.00, -0.01], [0.00, 0.01, 0.00], [0.00, 0.00, -0.02], [0.00, 0.01, -0.01], [-0.02, 0.01, 0.02], [0.00, 0.00, -0.01], [0.00, 0.01, 0.00], [-0.01, 0.00, 0.00], [0.01, 0.00, -0.01], [0.01, 0.00, -0.01], [0.02, 0.00, 0.00], [0.00, -0.02, -0.01]]
}